# 1
Density functional theory data (ωB97M-V/def2-TZVPD) for the molecule C4H6N2O.

Output
LUMO = 0.2 eV
structure (SMILES) = [H]/N=C1/O[C@H](C)/C1=N\[H]
DFT total energy = -340.7071 Eh
ΔE to the lowest compared entry with this formula, charge and spin = 230.6 kJ/mol
orbital gap = 10.62 eV

```
! RIJCOSX wB97M-V def2-TZVPD def2/J DEFGRID3
* xyz 0 1
C -1.6294 0.6729 -0.2895
C -0.6194 -0.4426 -0.0112
O 0.1603 -0.8063 -1.1836
C 1.3811 -0.5154 -0.6204
N 2.5002 -0.6499 -1.1667
C 0.7391 -0.1026 0.6552
N 1.0239 0.3338 1.8003
H -2.2756 0.4014 -1.1352
H -2.2875 0.8630 0.5706
H -1.1228 1.6060 -0.5469
H -1.1469 -1.3254 0.3937
H 0.0384 0.3270 2.0614
H 3.2388 -0.3619 -0.5276
*
```


# 2
Density functional theory data (ωB97M-V/def2-TZVPD) for the molecule C3H4N2O3.

Output
LUMO = -0.1 eV
structure (SMILES) = NC(=O)/C(C=O)=N/O
DFT total energy = -451.8613 Eh
ΔE to the lowest compared entry with this formula, charge and spin = 311.1 kJ/mol
orbital gap = 10.23 eV

```
! RIJCOSX wB97M-V def2-TZVPD def2/J DEFGRID3
* xyz 0 1
C -1.2491 0.3431 -0.0243
C 0.2914 0.1868 0.0183
C 1.0336 1.4037 0.3131
H -2.9919 -0.6855 -0.3477
H -1.5258 -1.5038 -0.9012
H 1.5321 1.4881 1.3668
H 2.3852 -1.9643 0.2193
N -2.0051 -0.8481 -0.2357
N 0.7935 -0.9793 -0.2169
O -1.7479 1.3985 0.3410
O 1.3466 2.1651 -0.6895
O 2.1375 -1.0044 0.1569
*
```


# 3
Density functional theory data (ωB97M-V/def2-TZVPD) for C23H44HfNP3S as an isolated structure.

Output
LUMO = -14.1 eV
DFT total energy = -2426.1427 Eh
ΔE to the lowest compared entry with this formula, charge and spin = 101.1 kJ/mol
orbital gap = 5.96 eV

```
! RIJCOSX wB97M-V def2-TZVPD def2/J DEFGRID3
* xyz 4 1
Hf -0.8183 -0.2142 0.3083
P 0.9767 -1.5127 -0.9253
P 1.6205 0.5093 1.5587
P -2.2091 -0.5386 -1.8019
H -2.4271 3.5408 1.0013
C -2.4873 2.6094 0.4027
C -2.7028 1.2418 0.9250
H -2.5354 1.1656 2.0376
C 1.8773 -0.7775 -2.3802
C 2.4367 -2.3122 -0.1180
C 0.3416 -3.1133 -1.5961
C 1.4920 1.8082 2.8940
C 2.7088 -0.6637 2.5035
C 2.8633 1.2495 0.4081
C -3.7523 0.3861 -2.2114
C -2.8882 -2.2590 -1.8774
C -1.3304 -0.4980 -3.4455
H -2.7526 2.9329 -0.6506
H -3.6513 0.7036 0.6261
H 2.6271 -1.5215 -2.7002
H 2.4112 0.1309 -2.0567
H 1.1886 -0.5803 -3.2169
H 2.9400 -2.9713 -0.8466
H 2.0551 -2.9054 0.7274
H 3.1735 -1.5616 0.2064
H 1.2146 -3.6686 -1.9621
H -0.3511 -2.9492 -2.4344
H -0.1430 -3.6825 -0.7834
H 1.9177 1.4097 3.8244
H 0.4506 2.0437 3.1469
H 1.9678 2.7614 2.6055
H 3.7417 -0.3934 2.2643
H 2.5311 -1.7116 2.2651
H 2.5787 -0.5127 3.5781
H 3.6201 1.6898 1.0698
H 2.4751 2.0180 -0.2667
H 3.3295 0.4625 -0.2044
H -3.8787 0.2594 -3.3033
H -3.6723 1.4595 -1.9899
H -4.5986 -0.0951 -1.6717
H -3.0555 -2.5248 -2.9373
H -3.8458 -2.2825 -1.3492
H -2.1776 -2.9860 -1.4479
H -2.1314 -0.3296 -4.1814
H -0.8152 -1.4483 -3.6663
H -0.6163 0.3344 -3.4854
C 0.4222 3.9942 -0.1205
C 0.5746 4.0618 -1.5153
C 1.4574 5.0319 -2.0340
C 1.9910 5.9481 -1.1110
C 1.7151 5.8935 0.2606
C 0.8805 4.9034 0.7655
S -0.2118 2.4163 0.8175
H -0.6436 2.3880 -0.5320
H 0.0697 3.3514 -2.1297
H 1.6790 5.0912 -3.0989
H 2.6082 6.7575 -1.4782
H 2.1354 6.5944 0.9751
H 0.5427 4.8202 1.8196
N -1.3167 -1.0108 2.3552
C -1.1369 -2.4447 2.2658
C -2.0327 -3.1762 1.5053
C -1.7223 -4.4846 1.1073
C -0.5146 -5.0359 1.5745
C 0.3827 -4.3107 2.3560
C 0.0547 -3.0092 2.7395
H -2.2676 -0.7939 2.6223
H -0.7640 -0.5656 3.0826
H -2.9535 -2.7042 1.1678
H -2.4190 -5.0632 0.4839
H -0.3063 -6.0670 1.2916
H 1.3157 -4.8220 2.6565
H 0.7612 -2.4670 3.3299
*
```


# 4
Density functional theory data (ωB97M-V/def2-TZVPD) for C47H45BrCrNO3P3S2 as an isolated structure.

Output
LUMO (spin up / spin down) = -0.8 / -1.0 eV
DFT total energy = -7537.5138 Eh
ΔE to the lowest compared entry with this formula, charge and spin = 173.9 kJ/mol
orbital gap (spin up / spin down) = 6.27 / 6.12 eV

```
! RIJCOSX wB97M-V def2-TZVPD def2/J DEFGRID3
* xyz 0 5
Cr -0.5339 0.0108 -0.3217
Br -1.7305 -2.5863 -2.8480
C -2.0493 -0.7401 -3.0401
C -2.6663 -0.3026 -4.2022
C -2.9778 1.0371 -4.3119
C -2.7469 1.8770 -3.2325
C -2.1490 1.3501 -2.1147
N -1.7244 0.0708 -2.0449
C -2.1649 2.0979 -0.7757
O -2.4697 3.2606 -0.7317
O -1.9182 1.2819 0.2073
H -2.9087 -1.0123 -4.9796
H -3.4421 1.4107 -5.2164
H -3.0494 2.9158 -3.2071
C 0.9250 0.3501 3.6521
P -0.1103 0.6621 2.1533
C -0.1017 2.4876 2.1340
C 0.5056 3.1267 1.0555
C 0.5843 4.5099 0.9999
C 0.0410 5.2711 2.0251
C -0.5529 4.6442 3.1114
C -0.6110 3.2594 3.1717
C -1.7102 0.0817 2.8746
C -1.7607 -1.2638 3.2429
C -2.9111 -1.8072 3.8018
C -4.0280 -1.0078 4.0041
C -3.9930 0.3273 3.6246
C -2.8473 0.8667 3.0544
P 2.6398 1.0405 3.7638
C 2.3004 2.7853 4.2936
C 1.6196 3.1216 5.4668
C 1.5175 4.4407 5.8772
C 2.1006 5.4534 5.1169
C 2.7624 5.1372 3.9415
C 2.8643 3.8071 3.5352
C 3.1115 0.3449 5.4042
C 4.1749 0.9574 6.0767
C 4.6029 0.4895 7.3078
C 3.9830 -0.6123 7.8909
C 2.9547 -1.2508 7.2179
C 2.5250 -0.7762 5.9820
H 1.0274 -0.7356 3.7254
H 0.3272 0.7040 4.4952
H 0.9445 2.5361 0.2564
H 1.0670 4.9914 0.1581
H 0.0864 6.3522 1.9819
H -0.9618 5.2347 3.9223
H -1.0512 2.7829 4.0403
H -0.8915 -1.8997 3.1011
H -2.9309 -2.8536 4.0814
H -4.9236 -1.4253 4.4481
H -4.8626 0.9561 3.7751
H -2.8453 1.8971 2.7257
H 1.1810 2.3371 6.0771
H 0.9972 4.6835 6.7964
H 2.0440 6.4832 5.4500
H 3.2124 5.9217 3.3435
H 3.3922 3.5529 2.6213
H 4.6737 1.8094 5.6260
H 5.4178 0.9889 7.8190
H 4.3073 -0.9722 8.8591
H 2.4783 -2.1215 7.6534
H 1.7353 -1.3061 5.4646
S 3.3622 -2.1276 2.8441
P 4.1319 -0.9771 1.4245
S 2.8821 0.1560 0.3325
C 5.0227 -2.0372 0.1990
C 6.1142 -1.5506 -0.5187
C 6.7557 -2.3410 -1.4651
C 6.3117 -3.6313 -1.7132
C 5.2260 -4.1277 -1.0025
C 4.5925 -3.3391 -0.0492
C 5.4739 0.0764 2.0797
C 6.1302 -0.2993 3.2482
C 7.1642 0.4830 3.7523
C 7.5524 1.6380 3.0875
C 6.9000 2.0139 1.9195
C 5.8620 1.2385 1.4191
H 6.4746 -0.5462 -0.3357
H 7.6070 -1.9465 -2.0072
H 6.8197 -4.2524 -2.4416
H 4.8788 -5.1388 -1.1804
H 3.7768 -3.7406 0.5414
H 5.8067 -1.1927 3.7705
H 7.6563 0.1934 4.6731
H 8.3590 2.2471 3.4783
H 7.1940 2.9198 1.4034
H 5.3242 1.5445 0.5302
C 0.2912 -2.7673 0.6080
C 1.0446 -2.6388 -0.6869
O 0.7489 -1.3608 -1.2752
C 1.5872 -1.0951 -2.4172
C 1.4779 0.3431 -2.8610
H 0.4743 -3.7483 1.0468
H -0.7922 -2.6611 0.4587
H 0.6529 -2.0176 1.3152
H 0.7698 -3.4136 -1.4064
H 2.1172 -2.6844 -0.5108
H 1.3003 -1.7859 -3.2151
H 2.6127 -1.3074 -2.1137
H 0.4846 0.5980 -3.2318
H 2.1829 0.5080 -3.6768
H 1.7560 1.0147 -2.0440
*
```